Formula: C15H26GdN6O7
Source: the OMol25 dataset
Level of theory: wB97M-V/def2-TZVPD

As for the relative energy (zero: lowest compared OMol25 entry of this formula, charge and spin): 444.9 kJ/mol. Its multiplicity is 8. The net charge is +1. As for the gap between HOMO and LUMO (spin up / spin down): 5.073 / 5.588 eV.

Atoms and positions in Å:
O1 0.05917 0.20045 -4.68217
H1 0.44367 -0.25766 -5.46143
Gd1 0.72820 -0.75379 -1.72150
N1 0.10970 -1.99729 0.52764
N2 -0.90825 -2.48423 -1.65265
N3 1.88452 0.57435 -0.02838
N4 1.46298 1.60382 -2.32745
O2 0.39037 -1.48825 1.68456
O3 2.29527 0.05429 1.18778
O4 1.56814 2.03987 -3.53199
O5 -1.47898 -2.25044 -2.77343
C1 -1.52393 -3.18381 -0.65070
C2 -0.93372 -2.89457 0.60504
C3 2.16251 1.90186 -0.10209
C4 1.88388 2.48951 -1.36531
C5 -1.54890 -3.27071 1.90965
H2 -2.32140 -2.53394 2.19672
H3 -0.79226 -3.28018 2.70428
H4 -2.03255 -4.25963 1.86550
C6 -2.79821 -3.91748 -0.83776
H5 -2.97293 -4.15038 -1.89206
H6 -3.63873 -3.30572 -0.48307
H7 -2.84514 -4.85554 -0.27256
C7 2.60959 2.69056 1.07984
C8 2.14521 3.93967 -1.65797
H8 3.38310 2.11935 1.61234
H9 1.73658 2.86108 1.73721
H10 3.01017 3.66454 0.76246
H11 1.93401 4.18628 -2.71157
H12 3.20207 4.19737 -1.44422
H13 1.50812 4.56445 -1.00238
H14 1.49907 -0.55432 1.44117
H15 0.91423 0.71354 -4.50194
C9 2.68826 -1.79356 -1.17031
H16 2.64964 -2.88364 -1.04286
H17 3.69952 -1.43878 -1.00497
H18 2.55656 -1.55113 -2.25735
O6 4.42946 -2.04750 1.41240
H19 3.69072 -1.40290 1.26481
H20 3.96554 -2.80404 1.82513
N5 -2.32356 2.91148 3.55122
C10 -1.42415 2.47711 2.62155
O7 -0.24378 2.82365 2.67206
C11 -1.96257 1.58457 1.54230
C12 -3.31516 1.28366 1.32934
C13 -3.64674 0.48010 0.24438
C14 -2.64409 0.01388 -0.61337
N6 -1.34784 0.30144 -0.42469
C15 -1.02716 1.04488 0.64855
H21 -1.98445 3.48967 4.29514
H22 -3.29629 2.62187 3.57102
H23 -4.08061 1.68279 1.99345
H24 -4.67438 0.21328 0.03127
H25 -2.88432 -0.61161 -1.47298
H26 0.03985 1.24175 0.77034

These are the Löwdin partial charges, in e, on atoms 1 to 2: -0.12 0.07